No. 1
Molecular formula: C53H77GeN7P3SW
Method: DFT, ωB97M-V/def2-TZVPD

net charge: +2
HOMO (alpha / beta): -11.67 / -11.67 eV
frontier orbital gap (alpha / beta): 4.54 / 4.95 eV
<S²>: 0.784
molar mass: 1193.69 g/mol
total energy: -6014.785880 a.u.
LUMO (alpha / beta): -7.1 / -6.7 eV
2S+1: 2

Each line ends with the Mulliken spin population.
Cartesian coordinates (Å):
W (0.357, -0.081, -0.116)  0.863
Ge (-0.275, -1.888, 1.794)  0.040
S (2.385, 1.271, -0.052)  -0.049
P (-1.977, -1.446, -0.831)  0.039
P (0.260, 1.203, 2.107)  0.019
P (2.285, -1.779, -0.511)  0.060
N (-0.205, -3.332, 3.481)  0.001
N (0.883, -3.385, 1.230)  -0.033
N (3.531, 2.881, 1.778)  0.003
N (-1.032, -0.830, 3.196)  -0.047
N (-1.870, -2.755, 1.447)  -0.009
N (1.797, 3.117, -3.633)  -0.002
N (2.609, 3.940, -0.126)  0.002
C (-0.447, 3.582, 0.633)  0.011
C (-1.113, -5.684, 3.490)  0.000
C (-1.247, -1.420, 4.450)  0.005
C (4.546, -0.646, 1.006)  -0.001
C (3.497, -5.201, 3.222)  0.002
C (0.806, 2.946, -2.594)  0.001
C (-2.066, -1.430, 6.726)  0.000
C (-0.742, 1.807, -4.085)  -0.005
C (-0.946, -3.364, 5.873)  0.002
C (2.775, -4.806, 2.093)  -0.001
C (-2.416, -2.666, -2.165)  -0.014
C (-0.342, -0.670, -3.074)  0.051
C (-3.081, -6.186, 2.230)  0.000
C (-1.911, -0.785, 5.503)  -0.001
C (-2.495, 1.082, -0.152)  0.019
C (0.070, 0.421, -2.256)  -0.167
C (-1.088, 0.606, 3.158)  0.051
C (4.705, -2.986, 0.247)  -0.003
C (-3.825, -3.248, -1.985)  -0.003
C (-1.433, -3.834, -2.310)  0.004
C (2.084, -0.487, 3.520)  0.001
C (1.602, 4.167, -4.618)  0.000
C (-0.775, -2.712, 4.665)  -0.003
C (3.958, 4.079, 2.209)  0.000
C (3.138, -1.912, -2.171)  -0.008
C (2.799, 6.306, -0.609)  0.000
C (-2.837, -2.136, 0.610)  0.003
C (2.730, -0.971, -3.314)  0.026
C (3.043, 5.136, 0.298)  0.001
C (-0.899, -0.554, -4.325)  -0.009
C (0.012, 3.041, 1.995)  -0.038
C (2.861, 2.903, 0.639)  0.000
C (3.100, -4.823, 4.494)  -0.004
C (-2.922, 0.087, -1.215)  -0.006
C (3.127, -3.361, -2.678)  -0.003
C (-0.922, 3.565, 3.089)  -0.003
C (-1.579, -2.716, 6.921)  0.001
C (1.886, -4.157, 4.652)  0.004
C (-1.205, 0.718, -4.795)  0.017
C (1.757, 0.967, 3.162)  0.020
C (-2.058, -4.009, 2.014)  -0.003
C (-0.008, 1.694, -2.894)  0.041
C (-4.445, -0.010, -1.289)  -0.001
C (1.718, 1.827, 4.423)  -0.001
C (-3.071, -4.907, 1.680)  0.000
C (1.379, -3.360, -0.132)  0.078
C (3.719, -1.901, 0.699)  0.011
C (-2.089, -6.595, 3.108)  0.000
C (3.714, 5.244, 1.510)  -0.001
C (-1.134, -4.406, 2.975)  0.000
C (3.177, 2.703, -3.476)  0.001
C (1.641, -4.017, 2.235)  0.008
C (1.153, -3.840, 3.530)  -0.003
H (0.543, -3.411, -0.825)  -0.031
H (4.248, -3.929, -0.025)  0.000
H (3.069, -0.514, 3.997)  -0.001
H (-1.707, -3.219, 7.871)  0.000
H (-2.595, -0.927, 7.527)  0.000
H (-2.082, -7.602, 3.507)  0.000
H (-0.884, 4.656, 3.066)  0.000
H (-0.038, 3.042, -0.209)  -0.003
H (-1.957, 3.269, 2.907)  0.000
H (0.550, 4.442, -4.686)  0.000
H (2.688, 1.724, 4.917)  -0.001
H (1.262, 2.895, -1.622)  -0.002
H (3.238, -2.228, 1.615)  0.003
H (-3.413, -1.344, 1.109)  -0.006
H (-1.802, -4.515, -3.081)  0.000
H (4.386, -5.808, 3.094)  0.000
H (-0.129, -1.669, -2.730)  0.026
H (2.028, -4.202, -0.364)  -0.002
H (-3.879, -6.868, 1.961)  0.000
H (4.518, 4.085, 3.139)  0.000
H (5.369, -3.185, 1.091)  -0.001
H (-4.859, 0.998, -1.359)  0.000
H (-3.809, -4.113, -1.318)  0.001
H (1.921, 3.837, -5.609)  0.000
H (-1.534, 3.568, 0.559)  0.001
H (4.037, 0.053, 1.668)  0.001
H (-1.128, -1.437, -4.913)  0.001
H (4.048, 6.204, 1.885)  0.000
H (3.604, -4.076, -2.013)  0.000
H (-2.343, 0.200, 5.360)  0.000
H (-0.644, 3.249, 4.096)  0.000
H (3.690, -5.092, 5.361)  0.000
H (1.372, -0.916, 4.223)  0.003
H (0.959, 1.498, 5.137)  0.000
H (1.893, -1.377, -3.884)  -0.001
H (-4.166, -3.599, -2.962)  0.000
H (-0.883, 2.800, -4.498)  0.000
H (-0.338, -5.974, 4.192)  0.000
H (1.014, 3.426, 2.182)  -0.005
H (0.151, 3.823, -2.602)  0.004
H (2.172, 5.082, -4.381)  0.000
H (2.467, 0.032, -2.987)  -0.014
H (-0.429, -3.532, -2.609)  -0.001
H (-0.903, 1.037, 4.143)  0.001
H (-2.859, 2.089, -0.349)  0.001
H (-1.751, 0.855, -5.721)  0.000
H (4.843, -0.106, 0.103)  0.001
H (4.153, -1.622, -1.899)  -0.002
H (1.576, 2.889, 4.218)  0.000
H (3.251, 1.851, -2.801)  0.000
H (-1.392, 1.177, -0.169)  0.033
H (-3.861, -4.623, 0.994)  0.000
H (-4.884, -0.484, -0.410)  0.000
H (3.091, -5.143, 1.116)  -0.001
H (-4.772, -0.548, -2.177)  0.000
H (3.022, 7.253, -0.119)  0.000
H (2.146, -1.137, 2.642)  0.018
H (3.585, 2.396, -4.446)  0.000
H (-0.132, 4.623, 0.530)  0.001
H (-2.801, 0.782, 0.848)  0.007
H (1.512, -3.924, 5.642)  0.000
H (2.558, 1.345, 2.535)  -0.001
H (-2.396, -2.070, -3.065)  0.000
H (-2.543, 0.436, -2.172)  -0.001
H (-1.367, -4.407, -1.380)  0.001
H (-4.566, -2.544, -1.616)  0.000
H (5.324, -2.647, -0.586)  0.000
H (-0.611, -4.388, 5.995)  0.000
H (1.764, 6.306, -0.956)  0.000
H (-2.046, 1.013, 2.815)  0.003
H (3.579, -0.887, -3.999)  0.001
H (2.107, -3.699, -2.885)  0.000
H (5.461, -0.967, 1.510)  0.000
H (3.828, 3.500, -3.083)  0.000
H (3.673, -3.383, -3.625)  0.000
H (3.438, 6.216, -1.492)  0.000
H (-3.554, -2.858, 0.241)  0.002

No. 2
Molecular formula: C53H78ClCsN5O3P5S
Method: DFT, ωB97M-V/def2-TZVPD

net charge: -1
HOMO (alpha / beta): -1.86 / -3.07 eV
frontier orbital gap (alpha / beta): 3.22 / 4.43 eV
<S²>: 0.755
molar mass: 1188.53 g/mol
total energy: -5151.279455 a.u.
LUMO (alpha / beta): 1.4 / 1.4 eV
2S+1: 2

Each line ends with the Mulliken spin population.
Cartesian coordinates (Å):
Cs (-0.258, -0.411, -0.040)  -0.009
Cl (-1.426, -1.600, -2.969)  -0.001
S (-3.886, 1.191, -2.922)  0.394
P (0.924, 1.865, 1.820)  0.003
P (2.901, -1.840, -1.160)  -0.004
P (-2.845, -1.413, 1.516)  -0.007
P (1.674, -3.476, 0.896)  0.000
P (0.321, 0.857, -3.143)  0.059
O (1.608, -1.183, -1.328)  0.007
O (2.946, -2.941, 0.027)  0.000
O (0.586, -2.503, 1.038)  0.000
N (-1.989, 1.312, 1.950)  -0.003
N (2.373, -3.932, 2.309)  0.000
N (3.343, -2.707, -2.504)  0.001
N (1.361, -4.936, 0.122)  0.000
N (4.100, -0.821, -0.630)  0.001
C (-3.737, -2.743, 0.506)  -0.025
C (4.152, 0.478, -1.296)  0.001
C (-5.927, 1.132, 0.457)  -0.005
C (-1.149, 3.105, -4.164)  0.011
C (2.034, 3.251, 1.155)  0.000
C (3.038, 3.894, -3.849)  0.002
C (1.192, 0.153, 3.980)  0.002
C (-1.088, 2.071, -3.120)  0.115
C (3.156, 3.831, 2.015)  0.000
C (-0.312, -0.271, -7.098)  -0.001
C (-4.904, -3.497, 1.141)  0.000
C (-7.332, 1.056, -0.081)  -0.004
C (-2.105, -1.519, 4.180)  0.000
C (-1.492, -1.786, -5.660)  -0.003
C (5.400, -1.324, -0.226)  0.000
C (4.449, -3.643, -2.504)  0.000
C (-1.621, 2.278, 2.824)  0.004
C (-2.668, -3.740, 0.056)  -0.003
C (-2.097, 3.813, 4.680)  0.001
C (0.168, 0.416, -5.996)  0.001
C (0.504, -5.835, 0.903)  0.000
C (-1.552, 2.504, -1.673)  -0.082
C (-3.273, 1.280, 1.470)  0.003
C (-2.118, 4.710, -2.602)  0.027
C (-0.257, 2.679, 2.935)  -0.001
C (-4.025, 2.439, 1.171)  -0.004
C (1.737, 1.857, -3.757)  -0.009
C (4.063, 3.235, -4.511)  0.000
C (-2.513, 2.878, 3.761)  0.000
C (-0.761, 4.213, 4.766)  0.000
C (2.788, 1.201, -4.408)  0.004
C (-1.960, 3.906, -1.533)  0.016
C (1.889, 3.212, -3.466)  0.011
C (-0.305, 5.250, 5.763)  0.000
C (-5.183, -0.012, 0.687)  0.026
C (3.934, 1.880, -4.788)  0.002
C (-4.565, -1.184, 3.832)  0.001
C (-3.308, -1.863, 3.296)  0.000
C (-1.007, -1.093, -4.567)  0.004
C (-3.881, 0.039, 1.183)  -0.021
C (0.891, -4.820, -1.264)  0.000
C (0.132, 3.611, 3.895)  0.000
C (2.042, 1.072, 3.103)  0.001
C (2.580, -2.608, -3.739)  0.001
C (-1.139, -1.374, -6.936)  0.005
C (-2.338, 1.602, -2.520)  0.344
C (3.141, 0.272, 2.407)  -0.004
C (-0.176, 0.027, -4.699)  -0.002
C (-5.313, 2.362, 0.695)  0.008
C (1.132, 4.363, 0.613)  0.001
C (-1.710, 4.306, -3.927)  0.030
C (3.599, -4.708, 2.314)  0.000
C (1.985, -3.330, 3.574)  0.000
H (4.953, 3.775, -4.809)  0.000
H (1.710, 5.077, 0.019)  0.001
H (-0.739, 2.873, -5.140)  -0.004
H (-0.166, -4.539, -1.317)  0.000
H (-3.086, -4.513, -0.598)  -0.001
H (-4.549, -4.176, 1.920)  0.000
H (-5.639, -2.829, 1.587)  0.000
H (0.937, -5.994, 1.889)  0.000
H (3.713, 0.890, 1.709)  0.001
H (-3.562, 3.407, 1.320)  0.002
H (0.655, 4.900, 1.434)  0.001
H (4.826, -3.776, -1.491)  0.000
H (2.772, 4.362, 2.885)  0.000
H (-1.872, -0.455, 4.099)  0.000
H (-2.499, 5.717, -2.475)  0.000
H (-2.145, -2.636, -5.515)  0.001
H (-4.399, -0.109, 3.923)  0.000
H (-2.823, 4.243, 5.365)  0.000
H (-1.124, 5.533, 6.427)  0.000
H (5.857, -0.603, 0.455)  0.000
H (-2.308, -1.757, 5.230)  0.000
H (3.746, -5.159, 1.334)  0.000
H (0.650, -0.562, 3.353)  -0.001
H (-5.857, 3.276, 0.478)  -0.002
H (1.102, 3.737, -2.939)  0.006
H (-2.174, 4.269, -0.534)  -0.001
H (1.829, -4.110, 4.324)  0.000
H (0.809, 1.275, -6.139)  0.001
H (2.701, -0.549, 1.833)  0.001
H (-4.093, -2.208, -0.380)  0.031
H (-1.016, 2.059, -0.830)  0.065
H (5.269, -3.302, -3.144)  0.000
H (1.057, -2.779, 3.439)  0.000
H (0.048, 6.156, 5.263)  0.000
H (6.076, -1.466, -1.079)  0.000
H (0.516, 4.875, 6.381)  0.000
H (-8.024, 1.639, 0.532)  0.000
H (-3.551, 2.568, 3.748)  0.000
H (-5.423, -1.325, 3.177)  0.000
H (5.287, -2.268, 0.305)  0.000
H (1.180, 3.881, 3.977)  0.000
H (3.723, 4.555, 1.420)  0.000
H (1.025, -5.782, -1.762)  0.000
H (-1.872, -3.220, -0.481)  0.000
H (-4.815, -1.581, 4.822)  0.000
H (-1.226, -2.084, 3.861)  0.000
H (-0.511, -5.445, 1.017)  0.000
H (4.558, 1.221, -0.605)  0.000
H (3.199, -2.224, -4.556)  0.000
H (4.113, -4.619, -2.871)  0.000
H (-5.640, -0.968, 0.457)  -0.004
H (4.736, 1.352, -5.293)  0.000
H (2.197, -3.592, -4.035)  0.000
H (1.817, -0.402, 4.689)  0.000
H (-3.449, -2.948, 3.318)  0.000
H (-1.512, -1.905, -7.802)  0.001
H (2.489, 1.854, 3.724)  0.001
H (-2.232, -4.225, 0.934)  0.000
H (3.536, -5.500, 3.065)  0.000
H (0.451, -6.795, 0.387)  0.000
H (3.149, 0.783, -1.585)  0.001
H (-1.806, 5.024, -4.734)  -0.001
H (1.472, -4.072, -1.797)  0.000
H (3.854, 3.065, 2.358)  0.000
H (3.838, -0.154, 3.137)  0.000
H (-7.683, 0.023, -0.104)  0.000
H (0.453, 0.724, 4.541)  0.000
H (-7.374, 1.448, -1.102)  0.003
H (-5.413, -4.104, 0.385)  0.000
H (4.782, 0.459, -2.193)  0.000
H (2.693, 0.143, -4.627)  -0.001
H (4.464, -4.079, 2.556)  0.000
H (2.750, -2.638, 3.939)  0.000
H (0.343, 3.953, -0.021)  0.006
H (3.126, 4.951, -3.631)  0.000
H (1.735, -1.938, -3.588)  0.002
H (-0.048, 0.065, -8.093)  0.000
H (2.509, 2.769, 0.290)  0.000